DFT (the ωB97M-V functional and the def2-TZVPD basis) results for C12H14BrN5O2 in the gas phase in a non-equilibrium geometry.

As for the energy: -94258.41176 eV. The value obtained for the orbital gap is 9.51 eV. As for the relative energy (zero: lowest compared OMol25 entry of this formula, charge and spin): 0.00 kcal per mole. As for the lowest unoccupied orbital energy: 0.710 eV. The SMILES is Cc1cc(C)c(OCC(=O)Nc2nnn(C)n2)c(Br)c1. The spin multiplicity is 1.

Geometry (Å):
H -2.8934 3.7250 1.2217
C -0.9583 0.5172 2.1451
C -0.7083 -2.0667 -1.5578
C 1.6343 -0.5374 -1.3407
H 3.0803 0.7072 -2.2869
H -1.1787 0.0455 -4.1585
H 0.9883 0.3535 -3.1585
N -3.0353 0.8121 2.3265
H -2.7278 3.8400 2.9830
O 2.0829 -1.7678 0.7574
C 2.5118 -0.7122 1.5948
H 3.7465 -0.3545 -1.0438
N 0.2187 -0.1767 2.0693
H -2.3765 -1.0038 -3.3836
N -2.4230 1.9559 2.1853
H 3.4260 -0.2349 1.2282
N -2.1397 -0.1127 2.3041
H -1.1521 -1.6952 -4.4432
N -1.1149 1.8312 2.0658
C 1.4381 0.3631 1.7768
C -0.4192 -1.1153 -2.5273
O 1.6586 1.5400 1.6488
C 0.7470 -0.3764 -2.3993
H 0.1188 -1.1811 2.1715
C -1.3373 -0.9245 -3.6946
C 0.1502 -2.2204 -0.4915
C 2.8958 0.2708 -1.3084
H -4.1571 3.0290 2.2787
H -1.6008 -2.6694 -1.6235
Br -0.2419 -3.4908 0.8704
C -3.0919 3.2170 2.1657
H 2.7264 -1.1827 2.5604
H 2.8150 1.0841 -0.5864
C 1.3175 -1.4693 -0.3495

Forces on atoms 1 to 6 (eV/Å):
H -0.039 -0.061 0.049
C -0.768 0.957 -0.038
C 0.097 0.079 0.072
C 0.068 -0.130 0.209
H 0.035 0.009 -0.035
H -0.042 0.058 -0.063

natural (NBO) population analysis, charges in e, atoms 1 to 8: H 0.223; C 0.420; C -0.245; C -0.060; H 0.222; H 0.217; H 0.208; N -0.031